[1]
Computed, not measured: a molecular structure, C20H34N4O10, with ωB97M-V/def2-TZVPD.

The geometry in XYZ format:
```
68
Properties=species:S:1:pos:R:3
C -1.5623 -1.8571 -1.9068
N -1.5885 -2.4775 -0.5493
O -1.9141 -1.7375 0.3942
O -1.2048 -3.6295 -0.3907
H -1.8029 -0.7969 -1.9851
H -2.4100 -2.3196 -2.4124
H -0.5915 -2.0681 -2.3553
C -0.2452 0.0318 -0.1285
N 1.0150 -0.7551 -0.2800
O 0.8316 -1.9493 -0.1545
O 2.0630 -0.1142 -0.2162
H -0.2277 0.7239 -0.9704
H -0.0563 0.5595 0.8063
H -1.0860 -0.6085 0.1382
C 1.4517 -3.9678 -0.2505
N 1.7958 -4.2357 1.1953
O 0.8796 -4.4464 1.9769
O 2.9957 -4.3852 1.3914
H 0.4720 -3.5069 -0.3760
H 1.3392 -5.0164 -0.5262
H 2.2224 -3.4199 -0.7928
C -1.7007 2.1733 -1.6005
N -2.0752 0.8464 -2.0589
O -1.9693 0.6164 -3.2766
O -2.2725 -0.0302 -1.2113
H -1.8586 2.4405 -0.5556
H -2.2939 2.9272 -2.1182
H -0.6166 2.2070 -1.7078
C -3.8018 0.6651 1.2283
O -2.4415 0.8589 0.9340
C -1.9832 2.1060 1.3554
C -0.5014 2.4286 1.1100
O 0.2523 1.6882 2.0216
C 1.6682 1.9661 1.8233
H -4.0234 -0.3679 0.9604
H -4.3471 1.2781 0.5108
H -4.1164 0.7999 2.2632
H -2.2773 2.1980 2.4010
H -2.6555 2.8009 0.8521
H -0.3462 3.4699 1.3925
H -0.2847 2.1712 0.0733
H 2.2574 1.6113 2.6689
H 1.9276 3.0150 1.6794
H 2.1324 1.4079 1.0103
C -1.5959 -0.7642 3.1236
C -0.5896 0.0452 3.6174
C 0.6985 -0.2559 3.2006
C 0.9947 -1.2409 2.2887
C 0.0718 -2.1446 1.9152
C -1.2658 -1.8863 2.3795
H -2.6421 -0.5675 3.3057
H -0.7506 0.9550 4.1767
H 1.4823 0.4179 3.5138
H 2.0040 -1.3144 1.9113
H 0.3894 -2.9180 1.2315
H -1.9734 -2.5587 1.9173
C 1.3743 1.4483 -3.3133
C 2.1720 2.3132 -4.0273
C 3.4539 2.4829 -3.4847
C 4.0318 1.7135 -2.4919
C 3.2573 0.7359 -1.8551
C 1.9023 0.6421 -2.2722
H 0.3483 1.4540 -3.6504
H 1.7309 2.8703 -4.8407
H 3.9710 3.2686 -4.0153
H 5.0618 1.9150 -2.2371
H 3.5698 0.1174 -1.0267
H 1.2538 -0.0300 -1.7299
```

## Properties
Max |F| (hartree/bohr): 0.18845
Energy above the lowest of the compared OMol25 structures with the same formula, charge and spin (kcal/mol): 372.4

[2]
Computed, not measured: C20H34N4O3 in the gas phase, with ωB97M-V/def2-TZVPD.

The geometry in XYZ format:
```
61
Properties=species:S:1:pos:R:3
C 0.7966 0.5199 -2.9791
C 0.8491 1.1921 -1.6143
N 1.6119 0.4306 -0.6223
C 3.0719 0.4526 -0.7666
C 3.8122 1.4641 0.1110
C 3.5781 2.9111 -0.3101
N 3.4957 1.2277 1.5059
C 4.2983 1.7059 2.4984
O 5.1981 2.5059 2.2855
C 4.0030 1.1960 3.8539
C 4.6608 1.6224 5.0378
C 4.1344 0.8999 6.0716
N 3.1886 0.0439 5.5648
C 2.3546 -0.8413 6.3484
C 3.0987 0.2224 4.2203
C 1.0503 -0.3553 0.3196
O 1.7136 -0.9662 1.1564
C -0.4667 -0.4542 0.3844
O -0.9947 -0.8866 -0.8443
C -2.4090 -0.9561 -0.8257
C -2.8860 -1.3817 -2.2076
C -2.3355 -2.7624 -2.5388
N -4.3426 -1.3631 -2.2455
C -4.9019 -1.8548 -3.5033
C -6.3733 -1.4489 -3.4407
C -6.3885 -0.2117 -2.5183
C -4.9270 -0.0299 -2.1048
H 0.2316 1.1416 -3.6755
H 1.7948 0.3821 -3.3969
H 0.3108 -0.4509 -2.9045
H 1.3172 2.1733 -1.6981
H -0.1585 1.3538 -1.2403
H 3.4373 -0.5500 -0.5397
H 3.2993 0.6672 -1.8100
H 4.8800 1.2597 -0.0420
H 3.8177 3.0432 -1.3676
H 2.5395 3.2040 -0.1409
H 4.2150 3.5669 0.2786
H 2.9402 0.4046 1.6969
H 5.4354 2.3680 5.0898
H 4.3524 0.9116 7.1266
H 2.0083 -1.6590 5.7199
H 2.9335 -1.2578 7.1707
H 1.4894 -0.3149 6.7542
H 2.4126 -0.3680 3.6319
H -0.6896 -1.1652 1.1838
H -0.8847 0.5233 0.6697
H -2.7498 -1.6847 -0.0784
H -2.8116 0.0258 -0.5525
H -2.4818 -0.6527 -2.9365
H -1.2636 -2.7878 -2.3504
H -2.8178 -3.5145 -1.9105
H -2.5006 -3.0241 -3.5828
H -4.4050 -1.3699 -4.3630
H -4.7667 -2.9301 -3.6022
H -6.7713 -1.2389 -4.4325
H -6.9684 -2.2538 -3.0113
H -6.7737 0.6779 -3.0147
H -7.0105 -0.3931 -1.6428
H -4.8322 0.3456 -1.0872
H -4.4200 0.6847 -2.7780
```

## Properties
Max |F| (hartree/bohr): 0.00722
Energy above the lowest of the compared OMol25 structures with the same formula, charge and spin (kcal/mol): 1.1
SMILES: CCN(C[C@@H](C)NC(=O)c1ccn(C)c1)C(=O)COC[C@@H](C)N1CCCC1

[3]
Computed, not measured: a molecular structure, C20H34N5OSScSi2Te, with ωB97M-V/def2-TZVPD.

The geometry in XYZ format:
```
65
Properties=species:S:1:pos:R:3
Sc -0.8139 -1.0949 -0.0058
N -1.8059 2.8186 1.6061
C -1.1087 1.7430 1.0992
S -1.4563 1.2877 -0.5694
N -0.2957 1.1282 1.8980
N 0.2839 0.0243 1.2744
C 1.6112 -0.0568 1.2886
C 2.2102 -0.9478 0.3774
C 3.6082 -1.1248 0.3155
C 4.1525 -1.9318 -0.6421
C 3.2984 -2.5816 -1.5512
C 1.9489 -2.3877 -1.4352
N 1.3698 -1.6005 -0.5025
H -2.1116 3.4879 0.9178
H -1.3847 3.2251 2.4296
H 2.1950 0.6053 1.9159
H 4.2297 -0.5989 1.0279
H 5.2241 -2.0653 -0.7045
H 3.6844 -3.2221 -2.3309
H 1.2799 -2.8757 -2.1314
O -2.8339 -1.4163 0.5416
N -3.8304 -0.5517 0.7141
C -4.8233 -0.5321 -0.1894
C -5.8776 0.3365 -0.0350
C -5.9046 1.1900 1.0594
C -4.8652 1.1461 1.9711
C -3.8270 0.2593 1.7783
H -4.7151 -1.2314 -1.0032
H -6.6662 0.3381 -0.7728
H -6.7251 1.8805 1.1943
H -4.8325 1.7978 2.8310
H -2.9735 0.1678 2.4337
C -2.7572 -5.4244 -2.4895
Si -1.1261 -4.5410 -2.3599
C -1.4957 -2.6711 -2.3513
C -0.0410 -4.9363 -3.8201
C -0.2720 -5.0274 -0.7475
Te -1.2480 -4.1112 0.9164
C -0.2191 -5.0687 2.5231
Si 1.5016 -4.4718 3.0169
C 2.1171 -5.6429 4.3328
C 2.6287 -4.5137 1.5326
C 1.3369 -2.7418 3.6944
H -3.3014 -5.1241 -3.3868
H -3.3908 -5.2224 -1.6229
H -2.6049 -6.5044 -2.5438
H -1.9400 -2.3893 -3.3099
H -0.5913 -2.0492 -2.2769
H -2.2537 -2.4244 -1.5987
H -0.5467 -4.6619 -4.7486
H 0.1596 -6.0090 -3.8626
H 0.9207 -4.4212 -3.8007
H 0.7800 -4.7453 -0.7266
H -0.3390 -6.1063 -0.5991
H -0.2331 -6.1290 2.2620
H -0.9076 -4.9503 3.3640
H 2.2114 -6.6604 3.9480
H 1.4416 -5.6703 5.1904
H 3.0998 -5.3345 4.6970
H 2.7003 -5.5219 1.1174
H 3.6367 -4.1947 1.8066
H 2.2780 -3.8429 0.7462
H 0.7787 -2.7474 4.6336
H 0.8188 -2.0781 2.9985
H 2.3170 -2.3042 3.8971
```

## Properties
Max |F| (hartree/bohr): 0.00575
Energy above the lowest of the compared OMol25 structures with the same formula, charge and spin (kcal/mol): 13.2
<S²>: 0.763
2S+1: 2
Net charge: +1

[4]
Computed, not measured: a molecular structure, C20H35ClN5O4Zn, with ωB97M-V/def2-TZVPD.

The geometry in XYZ format:
```
66
Properties=species:S:1:pos:R:3
Zn -3.7729 7.6936 16.4986
Cl -3.3162 7.6082 13.3550
O -3.3853 8.5504 14.5230
O -4.5674 6.9005 13.3035
O -3.0112 8.3066 12.2008
O -2.2534 6.6083 13.5870
C -6.6758 12.0595 16.3302
C -5.4870 12.8431 16.8228
C -4.1144 12.3331 16.3798
C -3.9013 10.9223 16.6644
N -3.8104 9.7890 16.9789
H -6.6394 11.0073 16.4560
H -6.8948 12.3127 15.2538
H -7.5735 12.3239 16.9224
H -5.5153 12.7521 17.9225
H -5.7151 13.8707 16.6485
H -3.2614 12.8567 16.8368
H -4.0058 12.4872 15.3140
C -0.5401 3.8885 15.3259
C -1.6420 2.8891 14.8970
C -3.0059 3.5162 14.5713
C -3.5170 4.5867 15.3680
N -3.8890 5.4980 15.9239
H -1.0171 4.6067 16.0275
H -0.1328 4.2792 14.4090
H 0.3585 3.5257 15.8545
H -1.9818 2.2613 15.7158
H -1.2682 2.2910 14.0313
H -3.6687 2.6523 14.7573
H -3.0931 3.8061 13.5194
C -3.7674 10.1554 21.1478
C -3.9301 8.7835 21.7397
C -3.1730 7.6507 20.9756
C -3.6495 7.4757 19.6196
N -3.9048 7.2815 18.5176
H -4.1795 10.8731 21.7791
H -4.2737 10.1540 20.1416
H -2.6501 10.3287 21.0939
H -4.9813 8.5769 21.6783
H -3.5986 8.7259 22.7775
H -3.2492 6.7369 21.5417
H -2.0484 7.7992 20.8388
C 0.0526 9.9417 14.4051
C 0.3484 8.5603 13.8274
C 0.4631 7.4353 14.8847
C -0.7416 7.4377 15.8206
N -1.6878 7.4798 16.4800
H -0.8976 9.8626 14.8540
H -0.1956 10.6054 13.5965
H 0.7845 10.3390 15.0847
H 1.2423 8.4416 13.2589
H -0.4716 8.1968 13.1628
H 1.3241 7.5668 15.5146
H 0.4809 6.4361 14.4341
C -7.3896 5.1367 14.8109
C -7.8213 6.2016 13.8408
C -7.7846 7.5090 14.5741
C -6.6706 7.6265 15.4520
N -5.7119 7.7348 16.0650
H -7.8844 5.2884 15.8420
H -6.3221 5.1230 15.0939
H -7.5730 4.0803 14.4392
H -8.8019 5.9965 13.3933
H -7.1667 6.2330 13.0214
H -8.6778 7.4277 15.2716
H -7.8601 8.4717 14.0509
```

## Properties
Max |F| (hartree/bohr): 0.08348
Calculated total energy (Ha): -3596.87304
Net charge: +1

[5]
Computed, not measured: a molecular structure, C20H35FeNSi2, with ωB97M-V/def2-TZVPD.

The geometry in XYZ format:
```
59
Properties=species:S:1:pos:R:3
C -0.8900 -1.6643 -2.2619
C 1.7018 -0.5079 -2.7358
C -1.0805 -0.1525 -2.3537
H -1.8929 -2.1352 -2.2278
C 1.4385 0.8918 -2.8812
H 2.6257 -0.8252 -2.2339
H -1.9773 0.1780 -1.8145
H 2.2311 1.6157 -2.6543
C -0.9303 0.5379 -3.7030
H -1.7815 1.2281 -3.8514
H -0.9903 -0.2070 -4.5119
C -0.0747 -2.3010 -3.4059
H -0.7020 -2.4254 -4.3029
H 0.2149 -3.3134 -3.0851
C 1.2229 -1.5354 -3.7663
H 1.1274 -1.0812 -4.7711
H 2.0266 -2.2832 -3.8748
C 0.3831 1.3603 -3.8584
H 0.7594 1.2620 -4.8934
H 0.1769 2.4351 -3.7167
Fe 0.4692 0.1593 -1.2769
H -0.4436 -1.9825 -1.3045
C -2.9661 -0.5212 0.4994
Si -1.7573 -0.5904 1.9230
C -2.4670 0.3919 3.3575
C -1.6366 -2.3903 2.4650
C -0.0854 0.0944 1.3679
C -0.0045 1.5174 1.0100
C -0.1516 2.5917 1.9176
C 0.0096 3.8946 1.4783
C 0.3188 4.1328 0.1378
C 0.4643 3.0496 -0.7324
N 0.2990 1.7760 -0.3061
Si 1.4383 -0.5786 2.2780
C 1.2201 -0.3532 4.1404
C 1.7192 -2.3917 1.9047
C 2.9529 0.3584 1.7179
H -3.9832 -0.7089 0.8771
H -2.7324 -1.2794 -0.2613
H -2.9551 0.4650 0.0177
H -3.4540 -0.0253 3.6031
H -1.8452 0.3400 4.2598
H -2.6080 1.4502 3.0991
H -1.2466 -3.0242 1.6594
H -1.0205 -2.5398 3.3604
H -2.6568 -2.7302 2.6989
H -0.3773 2.3470 2.9591
H -0.1055 4.7175 2.1811
H 0.4531 5.1380 -0.2506
H 0.7279 3.1875 -1.7826
H 0.4107 -0.9655 4.5631
H 2.1598 -0.6583 4.6242
H 1.0315 0.6960 4.4096
H 1.8223 -2.5438 0.8217
H 2.6653 -2.6853 2.3839
H 0.9267 -3.0498 2.2780
H 3.3437 -0.0609 0.7827
H 2.7433 1.4222 1.5553
H 3.7321 0.2722 2.4868
```

## Properties
Max |F| (hartree/bohr): 0.06336
Energy above the lowest of the compared OMol25 structures with the same formula, charge and spin (kcal/mol): 1.2
<S²>: 6.077
2S+1: 5

[6]
Computed, not measured: 6 unconnected molecules or ions with the total composition C20H35N3O4, with ωB97M-V/def2-TZVPD.

The geometry in XYZ format:
```
62
Properties=species:S:1:pos:R:3
C -6.4606 -13.1028 -2.2268
C -6.2759 -13.5536 -3.6823
O -6.9655 -13.0259 -4.6073
C -5.0770 -14.4291 -4.0097
H -7.1750 -12.2805 -2.2654
H -5.5763 -12.7200 -1.7173
H -6.9446 -13.8619 -1.6124
H -4.6078 -14.8702 -3.1303
H -4.3347 -13.7851 -4.4812
H -5.3595 -15.2872 -4.6196
C -0.7062 -12.1343 -12.6265
C -1.4071 -12.9637 -11.5803
O -2.6154 -13.0514 -11.6007
C -0.6173 -13.6594 -10.4358
H -0.1837 -11.3188 -12.1263
H -1.3459 -11.6564 -13.3684
H 0.0420 -12.7274 -13.1523
H -0.1586 -12.8160 -9.9196
H 0.1712 -14.3617 -10.7062
H -1.3341 -14.2680 -9.8843
C -6.2438 -20.2662 -4.4692
C -6.8600 -19.9062 -5.7968
O -6.6316 -18.8148 -6.2326
C -7.6202 -20.8733 -6.5603
H -5.3125 -20.8286 -4.5352
H -6.8825 -20.8350 -3.7934
H -6.0750 -19.3184 -3.9580
H -7.3730 -20.6608 -7.6004
H -8.6484 -21.0459 -6.2423
H -7.2411 -21.8937 -6.5034
C -6.9160 -17.8023 -10.2029
C -5.8965 -18.2853 -11.2848
O -6.2518 -19.2389 -11.9608
N -4.6994 -17.6115 -11.3762
C -3.6578 -17.9879 -12.3683
H -6.6346 -16.8112 -9.8471
H -6.9725 -18.4777 -9.3492
H -7.9225 -17.5981 -10.5682
H -4.4568 -16.8919 -10.7103
H -2.6997 -18.1587 -11.8774
H -3.5856 -17.1939 -13.1115
H -3.9600 -18.8679 -12.9361
N -3.9309 -17.1029 -7.0485
C -4.4642 -16.2335 -8.0292
C -3.4613 -15.8703 -8.8807
C -2.2947 -16.4665 -8.4695
C -2.5953 -17.1050 -7.3276
H -4.4298 -17.4907 -6.2606
H -5.5356 -16.1008 -7.9988
H -3.6577 -15.2224 -9.7222
H -1.3925 -16.3570 -9.0530
H -1.9321 -17.6218 -6.6496
N 2.1222 -15.7646 -12.0840
C 1.1478 -15.7321 -13.0541
C 0.1574 -16.7078 -12.7541
C 0.4298 -17.0587 -11.4547
C 1.5997 -16.3980 -11.0209
H 3.0277 -15.4002 -12.3437
H 1.3520 -15.2129 -13.9788
H -0.7012 -17.0191 -13.3305
H -0.2135 -17.7198 -10.8930
H 2.2097 -16.4925 -10.1347
```

## Properties
Max |F| (hartree/bohr): 0.08177
Calculated total energy (Ha): -1248.18824
<S²>: 0.750
2S+1: 2
Net charge: -1

[7]
Computed, not measured: a molecular structure, C20H36AuNO4SSi, with ωB97M-V/def2-TZVPD.

The geometry in XYZ format:
```
64
Properties=species:S:1:pos:R:3
Au -1.1476 -0.5157 -1.3330
C 2.5875 -1.9352 -2.1540
C 1.9810 -0.5378 -2.1706
C 3.0516 0.5360 -2.0423
C 1.1538 -0.3299 -3.4340
O 1.0569 -0.4083 -1.0323
Si 1.4270 -0.3775 0.5819
S -0.6945 -0.2806 1.1466
O 2.2332 0.8548 1.1656
C 2.1174 2.2188 1.6238
C 1.5838 2.1802 3.0511
C 1.1670 2.9951 0.7240
C 3.5358 2.7903 1.5643
O 2.0298 -1.7903 0.9799
C 2.6016 -2.4221 2.1284
C 1.7402 -2.1057 3.3589
C 4.0036 -1.8545 2.3603
C 2.6259 -3.9139 1.8419
H 3.2295 -2.0667 -3.0206
H 1.8067 -2.6917 -2.1867
H 3.1813 -2.0830 -1.2564
H 3.7379 0.4599 -2.8800
H 3.6151 0.4093 -1.1218
H 2.6033 1.5265 -2.0560
H 1.8061 -0.3568 -4.3031
H 0.6466 0.6330 -3.4154
H 0.4150 -1.1244 -3.5436
H 0.6194 1.6711 3.0661
H 1.4519 3.1911 3.4232
H 2.2670 1.6539 3.7117
H 0.1611 2.5840 0.8215
H 1.4975 2.9448 -0.3106
H 1.1488 4.0365 1.0291
H 4.2122 2.1647 2.1382
H 3.5548 3.7932 1.9759
H 3.8831 2.8232 0.5357
H 1.7250 -1.0331 3.5334
H 2.1471 -2.6024 4.2335
H 0.7236 -2.4548 3.1911
H 3.9526 -0.7821 2.5253
H 4.6269 -2.0496 1.4911
H 4.4559 -2.3257 3.2270
H 1.6194 -4.2928 1.6813
H 3.0711 -4.4484 2.6745
H 3.2068 -4.1152 0.9443
N -3.0594 -0.8456 -1.6338
C -4.2049 -0.7639 -1.4960
C -5.5773 -0.6246 -1.3806
C -6.1388 0.6386 -1.6529
C -7.4945 0.8252 -1.4825
C -8.2982 -0.2254 -1.0550
C -7.7497 -1.4783 -0.8070
C -6.3942 -1.6922 -0.9688
H -5.5067 1.4502 -1.9793
H -7.9272 1.7927 -1.6815
H -9.3554 -0.0657 -0.9132
H -8.3838 -2.2897 -0.4852
H -5.9639 -2.6616 -0.7755
C -2.4310 2.6123 -1.3538
O -1.1950 1.9754 -1.6635
H -2.3290 3.6969 -1.3769
H -2.7947 2.2946 -0.3709
H -3.1396 2.3049 -2.1190
H -0.4765 2.4853 -1.2759
```

## Properties
Max |F| (hartree/bohr): 0.04833
Calculated total energy (Ha): -1962.28304
Net charge: +2